Here is a cluster of 11 separate species, C33H88O11 in total from the OMol25 dataset. Energies are from ωB97M-V/def2-TZVPD.

The geometry in XYZ format:
```
132
Properties=species:S:1:pos:R:3:forces:R:3
C -4.9544 -4.0042 18.1992 -0.2 0.4 0.0
C -4.5656 -4.1905 16.7357 0.1 0.0 -0.2
C -4.3404 -2.8877 15.9644 -0.4 0.3 0.6
O -3.3488 -4.9124 16.5929 0.0 -0.5 0.3
H -5.8142 -3.3295 18.2448 0.2 0.3 0.1
H -4.1071 -3.5963 18.7561 -0.1 0.3 0.0
H -5.2815 -4.8859 18.7523 0.2 -0.4 -0.4
H -5.3585 -4.7683 16.2437 0.1 0.0 -0.1
H -4.0395 -3.1080 14.9432 0.0 0.0 0.0
H -3.5547 -2.3148 16.4623 0.2 -0.1 -0.1
H -5.2145 -2.2294 15.9558 -0.1 -0.2 -0.1
H -2.9482 -5.0030 17.4700 0.1 -0.2 0.0
C -2.5125 -9.4220 26.5495 0.1 1.0 0.8
C -1.7547 -10.4502 27.3908 -1.7 0.1 -0.3
C -1.4353 -9.8753 28.7432 1.2 0.5 0.3
O -2.6476 -11.5547 27.6322 0.3 -0.2 -0.2
H -3.3078 -9.0039 27.1791 -0.3 -0.4 0.0
H -2.9659 -9.7816 25.6298 0.3 -0.1 -0.1
H -1.9216 -8.5095 26.4197 0.3 -0.3 -0.6
H -0.9054 -10.8610 26.8456 0.1 0.0 0.2
H -2.3236 -9.5918 29.3125 -0.2 -0.2 -0.2
H -0.8549 -8.9495 28.6820 0.2 -0.1 -0.1
H -0.8680 -10.6068 29.3194 0.0 0.1 0.1
H -3.3081 -11.1932 28.2327 -0.2 -0.2 0.0
C 0.1085 -4.7755 20.4272 -0.6 1.8 -1.0
C -1.0351 -4.2226 19.5454 0.6 -0.7 -0.7
C -0.5069 -3.7283 18.2068 0.3 0.4 -0.7
O -1.9589 -5.2988 19.2745 0.2 0.2 0.3
H 0.7459 -5.4253 19.8310 -0.2 -0.5 0.3
H -0.3421 -5.1973 21.3207 0.5 -0.2 0.1
H 0.7138 -3.8847 20.6171 0.1 -0.2 0.6
H -1.5465 -3.4074 20.0612 -0.3 -0.2 0.1
H 0.0511 -4.5002 17.6686 0.2 -0.2 0.4
H 0.1382 -2.8497 18.2953 0.1 -0.1 0.2
H -1.2584 -3.4488 17.4645 -0.4 0.0 0.5
H -1.3940 -6.0772 19.4013 -0.4 -0.4 -0.1
C -6.0285 -10.3689 18.4372 -0.1 1.9 0.0
C -7.2530 -11.2358 18.2924 -0.1 -1.8 -0.1
C -8.5738 -10.5501 18.5771 0.5 0.1 0.5
O -7.2058 -11.8166 16.9934 0.0 0.2 -0.7
H -5.5136 -10.3345 19.3986 -0.1 -0.7 0.1
H -6.3235 -9.3139 18.3376 -0.2 0.0 -0.2
H -5.2933 -10.4805 17.6459 -0.1 -0.6 0.1
H -7.1847 -12.1111 18.9578 0.1 0.4 0.4
H -9.4546 -11.1903 18.5131 0.2 -0.3 0.0
H -8.7562 -9.6946 17.9262 0.2 0.1 0.1
H -8.4418 -10.2713 19.6270 -0.6 0.5 -0.1
H -7.9903 -12.3646 16.8930 0.0 0.0 -0.1
C 1.9129 -8.9448 20.3996 -0.6 -0.7 0.4
C 0.3941 -8.9294 20.6048 0.1 2.0 0.3
C -0.0505 -8.5305 21.9881 0.6 -0.4 0.7
O -0.1816 -7.9526 19.7030 -0.4 -1.2 -0.4
H 2.3814 -9.2566 21.3353 0.2 -0.4 -0.2
H 2.3524 -7.9816 20.1527 -0.4 0.1 -0.2
H 2.0603 -9.6737 19.6021 0.7 0.1 0.0
H -0.0374 -9.9267 20.4788 0.1 0.0 -0.6
H 0.1346 -7.4975 22.2838 -0.1 0.2 -0.5
H 0.5699 -9.1110 22.6804 -0.5 -0.2 0.2
H -1.1061 -8.7869 22.0744 0.0 0.2 0.4
H -0.5380 -8.4947 18.9657 0.2 0.6 0.0
C -5.9777 -0.6212 21.8194 -0.5 1.4 -0.4
C -5.7310 -2.0477 22.2658 -0.1 0.5 -0.7
C -4.2589 -2.4258 22.3348 -0.9 0.7 0.3
O -6.3806 -2.2273 23.5121 -0.1 -0.5 0.1
H -5.5179 0.1429 22.4567 0.4 -0.3 0.1
H -7.0320 -0.3300 21.8589 -0.2 -0.6 0.2
H -5.7331 -0.3437 20.7894 0.5 -0.5 0.0
H -6.1941 -2.6979 21.5178 -0.3 -0.2 0.4
H -3.8299 -2.2777 21.3447 0.3 -0.2 0.1
H -4.2051 -3.4480 22.7001 0.4 0.0 -0.1
H -3.8412 -1.7194 23.0580 0.6 -0.2 -0.1
H -5.9348 -1.6699 24.1592 0.0 0.0 0.0
C -4.1935 -6.4624 21.5955 -0.2 1.0 -1.1
C -5.0745 -7.6616 21.7608 0.1 -1.1 1.6
C -4.5011 -8.6271 22.8212 0.0 -1.0 -0.4
O -6.3816 -7.2932 22.2032 -0.4 -0.2 0.1
H -3.1216 -6.6389 21.5138 -0.1 -0.4 0.0
H -4.3433 -5.7075 22.3676 -0.2 -0.3 0.2
H -4.5204 -6.0138 20.6522 0.3 0.4 0.1
H -5.2187 -8.1938 20.8146 0.5 -0.1 -0.1
H -3.4922 -8.9540 22.5537 0.1 0.4 -0.1
H -5.0391 -9.5775 22.8773 -0.4 0.2 -0.2
H -4.4743 -8.2829 23.8552 -0.1 0.6 -0.2
H -6.9292 -7.0258 21.4516 0.3 0.5 0.1
C -9.7368 -6.9035 19.5998 0.4 -0.9 -0.5
C -8.2556 -6.8560 19.2015 -0.6 0.6 0.5
C -8.0127 -6.6597 17.7083 -0.3 0.9 0.6
O -7.6163 -5.8502 20.0069 0.3 -0.3 -0.5
H -10.1828 -7.6633 18.9509 -0.4 0.2 0.1
H -10.2708 -5.9585 19.5090 0.1 0.1 -0.2
H -9.8350 -7.2619 20.6246 0.0 0.1 0.1
H -7.8316 -7.8181 19.5003 0.3 0.1 0.1
H -6.9758 -6.3879 17.5054 0.2 -0.8 0.0
H -8.5263 -5.7621 17.3460 -0.5 -0.2 0.0
H -8.4052 -7.5435 17.2105 0.4 0.1 -0.5
H -7.9772 -5.0082 19.7082 0.1 0.1 0.2
C -3.0022 -10.1146 16.3282 0.4 0.0 0.2
C -2.4476 -8.9551 17.1407 -0.2 -0.5 1.3
C -3.1988 -8.5876 18.4284 -1.0 0.5 -0.1
O -1.1211 -9.3246 17.5599 0.3 -0.1 0.2
H -4.0261 -10.0174 15.9730 0.2 0.5 -0.4
H -3.0141 -11.0529 16.8894 0.2 0.1 0.3
H -2.2475 -10.2135 15.5432 -0.6 -0.3 -0.5
H -2.3239 -8.0424 16.5543 -0.4 -0.1 -0.2
H -2.8336 -7.6440 18.8297 0.1 0.0 0.0
H -3.2673 -9.2927 19.2606 0.8 -0.5 -0.3
H -4.2640 -8.4319 18.2346 0.1 0.3 -0.5
H -0.7666 -10.0543 17.0454 -0.1 0.0 -0.1
C -1.7160 -12.4638 20.4570 -0.3 -0.2 -0.4
C -2.4268 -12.4034 21.8317 -0.1 -1.7 -0.6
C -3.8313 -13.0409 21.6793 -0.2 1.5 -0.6
O -1.7208 -13.2029 22.7813 0.7 0.3 -0.2
H -1.9467 -11.6024 19.8227 -0.1 0.3 0.4
H -2.0836 -13.2926 19.8460 0.1 -0.3 0.3
H -0.6292 -12.5447 20.4654 0.0 0.0 0.5
H -2.4245 -11.3570 22.1419 -0.4 0.0 0.3
H -4.4848 -12.9460 22.5485 0.2 0.2 0.2
H -3.8451 -14.0919 21.3961 0.6 0.0 0.0
H -4.2911 -12.4798 20.8578 -0.4 -0.2 0.1
H -2.3230 -13.4137 23.4991 0.0 0.1 0.1
C -7.3442 -11.1910 22.2432 -1.4 -1.2 -0.2
C -8.5663 -10.3179 22.5751 1.7 0.6 -0.6
C -9.7214 -10.9654 23.2849 -0.5 0.1 0.1
O -8.0825 -9.2561 23.3856 -0.6 0.2 0.3
H -6.5949 -10.6782 21.6444 0.1 0.2 0.2
H -7.7178 -12.0267 21.6352 0.3 -0.1 0.0
H -6.9307 -11.6298 23.1515 0.2 0.2 0.0
H -8.8805 -9.8972 21.6093 -0.4 0.0 0.1
H -10.2726 -11.7217 22.7243 0.5 -0.2 -0.2
H -10.4660 -10.1855 23.4574 0.1 0.0 0.3
H -9.4087 -11.3852 24.2413 0.0 0.0 0.0
H -7.5034 -8.6875 22.8533 0.1 0.1 0.2
```
Forces are in eV/Å.

Values from the calculation:
largest force on an atom	0.0407	Eh/bohr
energy above the lowest of the compared OMol25 structures with the same formula, charge and spin	65.79	kcal per mole
total charge	0
E_tot	-58169.068	eV
molar mass	661.06	g/mol